Record 1
DFT (ωB97M-V/def2-TZVPD) results for a molecular structure, C7H5ClNO2P.

CARTESIAN COORDINATES (ANGSTROEM)
1 C -0.73184 1.61219 -0.78321
2 O -4.00785 0.84947 0.95635
3 H 0.14305 -1.92468 1.68589
4 Cl -2.88684 -1.41804 -0.37046
5 C -0.14078 -0.10103 0.87777
6 C 1.92499 -1.46791 0.44497
7 H 2.66810 -2.21607 0.61421
8 H -0.36237 2.35952 -1.55986
9 H 3.27854 -0.73717 -0.87733
10 P -2.89657 0.49984 0.19370
11 O -1.15379 0.11103 1.64821
12 N -2.04729 1.55900 -0.72237
13 C 1.41308 0.53900 -0.91428
14 C 0.19219 0.73153 -0.19414
15 C 2.25691 -0.50008 -0.51225
16 H 1.65166 1.34024 -1.62498
17 C 0.69883 -1.23683 1.13778

Cartesian forces (eV/Å) of the 6 atoms listed first:
-1.2 0.6 -1.6
-3.7 1.3 2.2
-0.1 -1.4 1.5
0.1 0.5 -0.4
1.2 -1.1 0.5
-3.1 2.3 0.9

As for the frontier orbital gap: 7.4 eV. As for the multiplicity: 1. The LUMO energy is -1.2 eV.

Record 2
DFT (ωB97M-V/def2-TZVPD) results for C7H5F2N in the gas phase.

CARTESIAN COORDINATES (ANGSTROEM)
1 H -3.06381 -0.84930 1.33598
2 N -3.57534 1.58719 -0.39703
3 C 1.15303 0.59598 0.32247
4 F -0.42314 -1.44048 -0.57650
5 C -2.49051 1.28046 -0.26480
6 H 1.04803 -0.42597 0.52397
7 C -0.07952 1.28708 0.22954
8 C -1.41060 -0.78339 0.20247
9 C -1.28637 0.63840 0.06554
10 C -2.44129 -1.42049 0.67361
11 H 3.16844 0.38759 -0.03840
12 H 2.44566 2.14814 -0.44413
13 C 2.29262 1.01602 -0.13735
14 H -2.57418 -2.41804 0.48322
15 F -0.00146 2.63037 0.07970

Cartesian forces (eV/Å) of the 6 atoms listed first:
-0.6 -0.1 -0.1
-1.8 0.9 -0.5
-0.5 -0.4 0.0
-1.4 0.1 0.9
0.8 -0.1 0.7
0.0 -1.2 0.7

As for the frontier orbital gap: 8.7 eV. As for the multiplicity: 1. The LUMO energy is -0.8 eV. Its SMILES is C=C/C(F)=C(/C#N)C(=C)F.

Record 3
DFT (ωB97M-V/def2-TZVPD) results for a gas-phase ion, C7H5F2O2S (charge -1).

CARTESIAN COORDINATES (ANGSTROEM)
1 F 1.78590 -0.83709 1.15350
2 H -0.36715 -2.62682 -0.92025
3 H -1.39898 -0.08680 2.34261
4 H -0.21729 1.80632 1.22606
5 C 2.02096 -0.91484 -0.18521
6 H 0.73605 -0.53933 -2.06340
7 H -1.90068 -2.19412 0.92474
8 C -1.06812 -1.47255 0.65785
9 C -0.40378 0.79170 0.83208
10 O -1.42029 1.88939 -1.43639
11 O 0.05889 3.41966 -0.28181
12 S -0.01626 2.39169 -1.33556
13 C -0.91415 -0.25694 1.46019
14 C -0.41959 -1.63307 -0.50585
15 F 2.87516 0.11511 -0.48445
16 C 0.26278 0.71472 -0.42300
17 C 0.38654 -0.56704 -0.96111

Cartesian forces (eV/Å) of the 6 atoms listed first:
0.9 -0.7 -0.9
-0.3 0.1 -0.7
-1.2 -0.1 2.4
-1.0 -0.5 0.4
-1.3 1.8 0.1
-0.9 -0.4 1.5

As for the net charge: -1. As for the frontier orbital gap (spin up / spin down): 6.4 / 5.9 eV. As for the multiplicity: 3. The LUMO energy (spin up / spin down) is 3.8 / 2.0 eV.

| no. | E_tot (hartree) |
| --- | --- |
| 1 | -1276.51576 |
| 2 | -524.11912 |
| 3 | -1017.96911 |